1.
The following is a DFT calculation (ωB97M-V/def2-TZVPD) of a structure of composition C22H14MgN9S2Se.

The value obtained for the energy relative to the best compared isomer or geometry (same formula, charge and spin) is 1.6 kcal per mole. The HOMO-LUMO gap is 7.277 eV. The value obtained for the total energy is -4737.45962 Ha. For the HOMO energy, the calculation gives -10.89 eV. For the LUMO energy, the calculation gives -3.61 eV. As for the charge: +1.

Last column: natural (NBO) charge in e.
Atoms and positions in Å:
Mg1 -0.566 -0.021 -0.836  1.74
Se1 5.205 0.003 4.436  0.99
N1 3.427 -0.021 4.575  -0.59
C1 2.947 -0.016 3.362  0.09
C2 1.521 -0.029 3.063  -0.02
C3 0.534 -0.047 4.050  -0.11
C4 -0.792 -0.057 3.669  -0.24
C5 -1.097 -0.050 2.312  0.07
N2 -0.169 -0.034 1.365  -0.56
C6 1.122 -0.023 1.727  0.15
C7 2.109 -0.003 0.637  0.25
N3 1.617 0.001 -0.613  -0.60
C8 2.471 0.025 -1.632  0.10
C9 3.853 0.044 -1.456  -0.23
C10 4.362 0.037 -0.177  -0.09
C11 3.474 0.012 0.903  -0.11
C12 3.913 0.005 2.294  0.12
N4 5.167 0.015 2.653  -0.58
H1 0.826 -0.052 5.091  0.25
H2 -1.587 -0.071 4.400  0.24
H3 -2.127 -0.058 1.975  0.21
H4 2.038 0.030 -2.622  0.24
H5 4.496 0.066 -2.324  0.26
H6 5.427 0.051 0.011  0.25
C13 -1.208 -3.644 -0.702  -0.66
C14 -2.360 -2.697 -0.698  0.09
N5 -2.231 -1.397 -0.653  -0.61
C15 -3.454 -0.756 -0.673  0.17
C16 -4.521 -1.593 -0.721  -0.44
S1 -3.985 -3.216 -0.769  0.53
C17 -3.454 0.708 -0.658  0.08
C18 -4.522 1.547 -0.696  -0.42
S2 -3.983 3.168 -0.683  0.54
C19 -2.361 2.648 -0.655  0.09
N6 -2.232 1.346 -0.629  -0.60
C20 -1.200 3.583 -0.675  -0.67
H7 -0.273 -3.086 -0.719  0.23
H8 -1.238 -4.289 -1.580  0.26
H9 -1.220 -4.277 0.185  0.25
H10 -5.568 -1.343 -0.751  0.26
H11 -5.568 1.297 -0.732  0.26
H12 -1.520 4.621 -0.632  0.25
H13 -0.628 3.437 -1.593  0.26
H14 -0.548 3.386 0.178  0.24
N7 2.681 0.267 -5.617  -0.44
C21 1.546 0.226 -5.409  0.42
N8 0.236 0.178 -5.175  -0.65
C22 -0.112 0.084 -3.963  0.64
N9 -0.448 -0.004 -2.841  -0.89

2.
The following is a DFT calculation (ωB97M-V/def2-TZVPD) of a structure of composition C22H15AuN6O2SSe in a non-equilibrium geometry.

The value obtained for the energy relative to the best compared isomer or geometry (same formula, charge and spin) is 19.5 kcal per mole. The HOMO-LUMO gap is 5.437 eV. The value obtained for the total energy is -4261.11420 Ha. For the HOMO energy, the calculation gives -13.99 eV. For the LUMO energy, the calculation gives -8.55 eV. As for the charge: +2.

Last column: natural (NBO) charge in e.
Atoms and positions in Å:
Au1 0.135 0.475 0.024  1.49
N1 -2.251 2.925 2.238  -0.46
C1 -1.177 3.812 2.350  0.09
C2 -1.003 4.992 3.065  -0.20
C3 0.197 5.646 2.900  -0.17
C4 1.195 5.159 2.037  -0.17
C5 1.029 3.984 1.337  -0.24
C6 -0.171 3.305 1.521  0.16
N2 -0.664 2.131 0.961  -0.52
C7 -1.901 1.948 1.402  0.39
C8 -2.643 0.821 0.889  0.06
C9 -3.945 0.464 0.957  -0.37
S1 -4.217 -0.953 0.036  0.65
C10 -2.583 -1.011 -0.402  -0.09
N3 -1.887 -0.030 0.109  -0.47
H1 -3.126 3.010 2.735  0.45
H2 -1.776 5.385 3.714  0.25
H3 0.369 6.572 3.433  0.25
H4 2.104 5.732 1.912  0.25
H5 1.778 3.612 0.649  0.23
H6 -4.750 0.954 1.484  0.29
H7 -2.163 -1.778 -1.041  0.29
O1 1.873 -2.461 -1.726  -0.59
C11 1.586 -2.262 -0.566  0.76
O2 0.564 -1.553 -0.093  -0.78
C12 2.483 -2.867 0.500  -0.13
C13 3.623 -3.559 0.105  -0.18
C14 4.534 -3.970 1.069  -0.21
C15 4.283 -3.716 2.413  -0.18
C16 3.131 -3.050 2.805  -0.21
C17 2.207 -2.646 1.849  -0.22
H8 3.798 -3.763 -0.943  0.24
H9 5.426 -4.499 0.764  0.23
H10 4.982 -4.069 3.162  0.23
H11 2.937 -2.854 3.852  0.22
H12 1.294 -2.144 2.139  0.22
Se1 2.546 -0.147 -3.687  1.26
N4 4.094 -0.087 -2.927  -0.59
C18 3.928 0.338 -1.678  0.11
C19 4.890 0.411 -0.646  -0.06
C20 4.465 0.773 0.611  -0.28
C21 3.115 1.027 0.879  0.13
N5 2.179 0.946 -0.057  -0.50
C22 2.562 0.638 -1.344  0.25
N6 1.670 0.501 -2.304  -0.70
H13 5.924 0.159 -0.849  0.27
H14 5.172 0.862 1.424  0.27
H15 2.793 1.280 1.882  0.24

3.
The following is a DFT calculation (ωB97M-V/def2-TZVPD) of a structure of composition C22H15AuN6O2SSe.

As for the spin multiplicity: 3. The HOMO-LUMO gap (alpha / beta) is 7.245 / 5.964 eV. The value obtained for the total energy is -4261.09372 Ha. For the HOMO energy (alpha / beta), the calculation gives -14.19 / -14.18 eV. For the LUMO energy (alpha / beta), the calculation gives -6.94 / -8.21 eV. As for the charge: +2.

Last column: natural (NBO) charge in e.
Atoms and positions in Å:
Au1 0.909 -0.850 -0.266  1.26
N1 -0.716 -0.555 -4.152  -0.47
C1 -0.385 0.788 -4.201  0.09
C2 -0.574 1.754 -5.182  -0.20
C3 -0.110 3.020 -4.900  -0.17
C4 0.523 3.316 -3.683  -0.18
C5 0.712 2.355 -2.714  -0.23
C6 0.247 1.070 -2.980  0.16
N2 0.266 -0.099 -2.236  -0.54
C7 -0.307 -1.038 -2.968  0.38
C8 -0.453 -2.378 -2.436  0.07
C9 -0.926 -3.529 -2.980  -0.39
S1 -0.846 -4.797 -1.837  0.62
C10 -0.176 -3.742 -0.693  -0.11
N3 -0.030 -2.522 -1.136  -0.51
H1 -1.197 -1.071 -4.871  0.44
H2 -1.061 1.525 -6.121  0.24
H3 -0.235 3.806 -5.632  0.24
H4 0.869 4.325 -3.508  0.24
H5 1.200 2.594 -1.781  0.21
H6 -1.304 -3.699 -3.976  0.28
H7 0.088 -4.047 0.309  0.27
O1 -1.867 -0.874 0.737  -0.31
C11 -1.494 -0.692 1.967  0.75
O2 -0.243 -0.665 1.952  -0.54
C12 -2.364 -0.554 3.101  -0.19
C13 -3.735 -0.713 2.897  -0.15
C14 -4.599 -0.581 3.968  -0.21
C15 -4.091 -0.291 5.228  -0.13
C16 -2.722 -0.132 5.435  -0.20
C17 -1.859 -0.267 4.368  -0.16
H8 -4.119 -0.940 1.910  0.23
H9 -5.664 -0.703 3.825  0.24
H10 -4.772 -0.187 6.063  0.24
H11 -2.342 0.096 6.420  0.24
H12 -0.790 -0.148 4.498  0.23
Se1 4.883 -2.125 1.514  1.14
N4 5.424 -0.523 1.971  -0.55
C18 4.491 0.337 1.607  0.05
C19 4.506 1.746 1.786  -0.07
C20 3.416 2.447 1.363  -0.27
C21 2.319 1.785 0.757  0.15
N5 2.280 0.490 0.553  -0.53
C22 3.342 -0.257 0.982  0.26
N6 3.339 -1.565 0.843  -0.69
H13 5.359 2.218 2.256  0.27
H14 3.355 3.518 1.484  0.26
H15 1.451 2.357 0.457  0.23